(1)
11
Properties=species:S:1:pos:R:3:forces:R:3 method="wB97M-V/def2-TZVPD" lumo_energy_ev=0.22 total_charge=0 relative_energy_kj_mol=552.08 homo_energy_ev=-9.4 homo_lumo_gap_ev=9.6
C 0.7022 0.9320 0.7594 2.8 5.7 -4.9
C -0.7319 0.7016 -1.0068 -4.5 -0.4 -2.0
C -0.1590 -1.3174 -0.6307 1.7 -3.2 -3.7
H 0.4348 -0.3556 2.1538 0.6 0.1 2.6
H 1.5304 1.4594 1.3390 -1.2 -0.3 -1.0
H -1.8865 1.4177 -1.0510 4.1 -1.4 -0.1
H 0.0903 -2.2133 -1.3509 0.1 0.8 2.6
N 0.1047 -0.0491 1.3028 -2.2 -4.0 0.0
N 0.4586 1.2039 -0.5468 -0.3 0.2 3.9
N -0.9490 -0.5486 -1.5045 1.0 3.9 4.4
N 0.4053 -1.2306 0.5357 -2.1 -1.4 -1.8

=====

(2)
11
Properties=species:S:1:pos:R:3:forces:R:3 method="wB97M-V/def2-TZVPD" lumo_energy_ev="-0.03 / -0.03" total_charge=0 relative_energy_kj_mol=457.89 homo_energy_ev="-8.2 / -8.2" homo_lumo_gap_ev="8.2 / 8.2"
C -2.8878 2.2815 -0.1866 0.8 -0.9 -0.5
C -2.1490 -1.3214 -0.3179 4.5 1.0 -1.0
C 0.2927 -1.3890 0.2298 -3.5 1.2 1.5
N -3.9380 2.5473 0.1531 -2.1 1.0 0.5
N -1.0004 -1.5205 0.1409 0.6 -0.3 -2.2
N -1.7050 1.7609 -0.4684 0.7 -0.7 -5.2
Cl -3.4149 -2.1701 0.1001 -3.5 -1.9 1.5
H 1.0871 -2.0224 -0.0354 0.4 -0.9 -0.9
H 0.3953 -0.5577 0.8693 1.6 0.8 0.9
H -1.4063 1.7293 -1.6026 -1.1 0.3 4.5
H -1.0337 2.0753 0.1624 1.8 0.5 0.7

=====

(3)
46
Properties=species:S:1:pos:R:3:forces:R:3 method="wB97M-V/def2-TZVPD" lumo_energy_ev=-0.17 total_charge=0 smiles="O=S(=O)(NC[C@H]1CCCO1)c1ccc(S(=O)(=O)N2CCCC2)cc1" relative_energy_kj_mol=39.99 homo_energy_ev=-9.8 homo_lumo_gap_ev=9.6
O 3.2385 -0.2643 2.2881 0.0 0.2 -0.2
S 2.5714 -1.1330 1.3632 0.3 0.3 -0.1
O 2.3248 -2.4937 1.7384 -0.2 0.0 -0.3
N 3.4374 -1.0414 -0.0707 -0.3 0.1 0.9
C 3.3954 -2.2113 -0.9266 -0.5 -0.8 -0.3
C 2.0172 -2.3415 -1.5966 0.1 0.3 0.2
C 1.6385 -1.0816 -2.4046 0.0 -0.2 0.0
C 1.3727 -1.6166 -3.8155 0.1 -0.3 0.1
C 2.1630 -2.9243 -3.8115 0.0 0.2 -0.3
O 2.0217 -3.4317 -2.5007 0.0 -0.2 0.2
C 1.0231 -0.3644 0.8979 0.3 -0.3 0.1
C -0.1539 -1.0851 0.9632 0.0 -0.1 0.1
C -1.3393 -0.4744 0.5815 0.0 -0.1 0.0
C -1.3127 0.8401 0.1534 -0.6 0.2 -0.2
S -2.8569 1.6435 -0.3287 -0.2 0.1 -0.1
O -3.7678 0.6193 -0.7392 0.1 -0.2 0.3
O -2.5266 2.6989 -1.2375 0.3 0.1 0.2
N -3.5002 2.3531 1.0289 0.2 -0.4 -1.1
C -3.8892 1.4623 2.0999 -0.2 -0.5 0.4
C -2.7280 1.4773 3.1114 -0.1 0.0 0.1
C -1.9537 2.7712 2.7989 0.0 0.1 0.0
C -2.7246 3.4148 1.6314 0.4 0.5 0.2
C -0.1320 1.5581 0.0853 0.2 0.1 0.0
C 1.0529 0.9479 0.4652 -0.1 0.2 0.0
H 4.3756 -0.7384 0.1447 0.1 0.2 0.2
H 3.5876 -3.1284 -0.3574 0.1 0.1 -0.2
H 4.1601 -2.1051 -1.6990 0.0 0.1 0.1
H 1.2796 -2.5740 -0.8221 0.0 0.0 -0.1
H 0.7667 -0.5819 -1.9888 0.0 0.1 0.0
H 2.4717 -0.3799 -2.3991 0.0 0.1 0.0
H 1.6990 -0.9344 -4.5963 0.0 0.0 -0.1
H 0.3118 -1.8267 -3.9473 0.0 0.0 -0.1
H 1.7755 -3.6777 -4.4972 0.1 0.0 0.0
H 3.2224 -2.7397 -4.0429 -0.1 0.0 0.0
H -0.1214 -2.1065 1.3090 -0.1 -0.1 0.0
H -2.2783 -1.0049 0.5884 -0.1 -0.1 0.0
H -4.8023 1.8586 2.5536 0.0 -0.1 -0.1
H -4.1053 0.4816 1.6817 -0.1 0.0 0.2
H -2.0879 0.6054 2.9805 0.0 0.0 0.1
H -3.1053 1.4687 4.1320 0.0 -0.1 0.0
H -0.9282 2.5448 2.5088 0.0 0.0 0.1
H -1.9219 3.4405 3.6562 0.1 0.0 0.0
H -3.4209 4.1739 1.9998 0.1 0.0 -0.1
H -2.0904 3.8636 0.8702 0.0 0.2 0.1
H -0.1571 2.5708 -0.2848 0.1 0.1 0.0
H 1.9971 1.4664 0.4345 0.1 0.2 -0.1